18
Properties=species:S:1:pos:R:3 method="wB97M-V/def2-TZVPD" gap_ev=8.7 lumo_ev=0.1 e_homo_ha=-0.315 total_energy_ev=-10475.153 e_above_lowest_kcal_mol=92.6
C -1.27788 0.03425 -0.38609
C 1.34382 0.09631 -0.67934
C -2.65727 -0.02552 0.24442
C 2.45894 0.24629 0.33673
C -0.41690 1.10359 -0.05036
C -0.09536 -1.07106 0.12772
O -0.15534 1.96149 0.68955
O -0.25035 -2.21424 -0.29275
H -1.25717 -0.17790 -1.45152
H 0.24359 -0.91099 1.16712
H 1.50427 -0.71239 -1.39018
H 1.31312 0.98498 -1.32573
H -3.05451 -1.02854 0.07800
H -3.34429 0.69429 -0.20494
H -2.60957 0.15913 1.31896
H 2.25778 1.05876 1.04038
H 3.41585 0.47017 -0.14349
H 2.58127 -0.66864 0.92151


18
Properties=species:S:1:pos:R:3 method="wB97M-V/def2-TZVPD" gap_ev=10.1 lumo_ev=0.2 e_homo_ha=-0.366 total_energy_ev=-10478.234 smiles="C=C(C=O)C(C)(C)O" e_above_lowest_kcal_mol=21.6
C -0.86051 1.33182 1.44862
C -0.12371 0.86179 0.44165
C 0.74102 1.80074 -0.29588
O 0.99765 2.92169 0.06061
C -0.16865 -0.59464 -0.00357
C 1.25345 -1.17083 -0.07488
C -0.87140 -0.69578 -1.36119
O -0.94667 -1.36891 0.89105
H -0.80243 2.37330 1.71805
H -1.54210 0.70831 2.00183
H 1.15467 1.40726 -1.24342
H 1.19400 -2.23906 -0.27262
H 1.83376 -0.70469 -0.86489
H 1.77130 -1.01816 0.87147
H -0.90581 -1.73773 -1.66757
H -1.89023 -0.33047 -1.26492
H -0.35235 -0.11555 -2.11755
H -0.48198 -1.42907 1.73322


18
Properties=species:S:1:pos:R:3 method="wB97M-V/def2-TZVPD" gap_ev=9.2 lumo_ev=1.0 e_homo_ha=-0.302 total_energy_ev=-10476.454 e_above_lowest_kcal_mol=62.6
C -1.42398 -0.79771 1.21222
O -1.80817 -0.75354 -0.13710
C -1.54322 0.36144 -0.85257
C -0.60517 1.30182 -0.59811
C 0.48813 1.36657 0.41627
C 1.54411 0.60230 0.72003
O 1.92220 -0.62465 0.23161
C 1.44147 -1.01204 -1.03848
H -0.34306 -0.99095 1.35140
H -1.67463 0.18148 1.67868
H -2.03616 -1.64957 1.61358
H -2.25662 0.57372 -1.57243
H -0.76316 2.19542 -1.20096
H 0.54189 2.27526 0.90177
H 2.31024 0.88839 1.42350
H 2.12602 -1.75372 -1.47882
H 0.41146 -1.44232 -0.92971
H 1.36368 -0.18641 -1.69935


19
Properties=species:S:1:pos:R:3 method="wB97M-V/def2-TZVPD" gap_ev=9.8 lumo_ev=0.8 e_homo_ha=-0.330 total_energy_ev=-21309.782 smiles="C=C1CCS[C@]1(C)OO" e_above_lowest_kcal_mol=85.6
C -1.03860 -1.64712 -0.27219
C -0.09132 -0.70115 -0.00204
C 1.26588 -1.05349 0.74054
C 2.00664 0.22767 0.84207
S 1.59030 1.30589 -0.49981
C -0.08900 0.82113 -0.47181
C -0.91371 0.94736 -1.72491
O -0.70066 1.46032 0.65097
O -2.01971 1.08860 1.05644
H -1.98132 -1.67114 -0.84594
H -0.76947 -2.69482 0.16541
H 1.06384 -1.33815 1.83410
H 1.91955 -1.79941 0.35227
H 1.95006 0.81100 1.78447
H 3.06361 0.03778 0.66285
H -0.89505 1.90833 -2.14851
H -1.85242 0.61458 -1.54989
H -0.50461 0.19238 -2.52903
H -2.00399 1.49022 1.95502


19
Properties=species:S:1:pos:R:3 method="wB97M-V/def2-TZVPD" gap_ev=10.2 lumo_ev=0.7 e_homo_ha=-0.352 total_energy_ev=-12522.326 e_above_lowest_kcal_mol=102.5
C -0.10978 -1.04551 2.36792
C -0.58349 -0.38186 1.48697
C -0.04635 -1.87814 3.59306
C -0.09305 -0.11859 -3.01144
C 0.30692 0.76345 -1.88610
C -0.68207 0.44506 0.26625
O -1.92972 0.60746 -0.05687
O 0.01281 2.10323 0.60672
O 0.29003 0.04091 -0.63318
H 0.52750 -1.19471 4.26862
H 0.50890 -2.80923 3.40744
H -1.08827 -1.97146 4.09326
H -0.62833 0.27891 -3.78104
H 0.75524 -0.68787 -3.42614
H -0.89070 -0.81819 -2.57581
H -0.27701 1.60595 -1.76446
H 1.30926 1.04888 -2.04656
H -2.22927 1.25684 -0.69560
H 0.91860 1.95276 0.98456


19
Properties=species:S:1:pos:R:3 method="wB97M-V/def2-TZVPD" gap_ev=8.8 lumo_ev=0.4 e_homo_ha=-0.311 total_energy_ev=-12522.661 e_above_lowest_kcal_mol=94.8
C 0.47268 -0.25147 0.26560
C -2.40188 0.80271 -0.90257
C 0.29216 -0.96240 1.58410
C 0.79933 1.22718 0.29180
C -0.19073 -0.76136 -0.85755
C 2.14707 -1.01897 -0.45113
O -1.67966 -0.02678 -0.03324
O -0.27023 -1.21846 -1.93234
O 2.98213 -1.38543 0.32716
H 2.37499 -0.92182 -1.54186
H -2.18808 1.86886 -0.71774
H -2.21217 0.60727 -1.97100
H -3.47818 0.65400 -0.74039
H 1.26229 -1.07962 2.07566
H -0.14886 -1.95192 1.46108
H -0.37860 -0.37432 2.21118
H -0.00750 1.75275 0.80749
H 0.89361 1.64615 -0.71191
H 1.73161 1.39363 0.83565